# 1
Computed, not measured: C20H12CuF2N5O6S as an isolated structure, with ωB97M-V with the def2-TZVPD basis set.

Output
orbital gap (spin up / spin down): 6.97 / 6.69 eV
spin multiplicity: 2
total energy: -3732.9657 Ha
total charge: -1
HOMO (spin up / spin down): -5.50 / -5.50 eV
max |F|: 0.53 eV/A

Structure (XYZ):
```
47
Properties=species:S:1:pos:R:3:forces:R:3
Cu -1.3790 0.8786 1.7158 -0.2 0.3 0.0
F 2.1798 0.5416 5.7378 0.0 0.0 0.1
C 1.6049 1.2722 4.7648 -0.1 0.1 -0.1
C 0.6314 0.7012 3.9670 0.0 -0.1 0.0
C 0.0402 1.4537 2.9635 -0.1 -0.2 -0.1
C 0.4375 2.7915 2.7651 0.0 -0.1 0.1
C 1.4175 3.3141 3.6024 0.0 -0.1 0.0
F 1.8380 4.5929 3.4702 0.0 0.1 0.0
C 2.0162 2.5788 4.6042 0.1 0.0 0.1
C -0.2295 3.5273 1.6733 0.0 0.2 -0.1
C -0.0034 4.8551 1.3113 0.0 0.0 0.0
C -0.7175 5.4015 0.2579 0.0 -0.1 0.0
C -1.6444 4.6294 -0.4239 0.0 0.0 0.0
C -1.8225 3.3209 -0.0106 0.0 0.2 -0.1
N -1.1352 2.7997 0.9990 -0.1 0.0 0.0
H 0.3399 -0.3261 4.1537 0.0 0.0 0.0
H 2.7705 3.0171 5.2415 0.0 0.0 0.0
H 0.7173 5.4548 1.8411 0.0 0.0 0.0
H -0.5508 6.4325 -0.0264 0.0 0.0 0.0
H -2.2165 5.0260 -1.2501 0.0 0.0 0.0
H -2.5420 2.6666 -0.4852 0.0 0.0 0.0
O -3.3506 0.7935 0.7615 0.2 -0.1 0.2
N -3.8856 0.4083 1.8509 -0.4 -0.1 0.2
O -5.0800 0.2352 1.9592 0.5 0.1 -0.1
O -3.0820 0.2271 2.8165 -0.1 0.0 -0.1
O -0.8210 -3.0223 -6.0823 0.0 0.0 0.0
S 0.1259 -4.1157 -6.1634 0.0 0.0 0.1
O -0.4685 -5.4356 -6.2774 0.0 0.0 0.0
O 1.2706 -3.8719 -7.0217 0.0 0.0 0.0
C 0.8841 -4.1856 -4.4939 -0.1 0.1 -0.3
N 1.8440 -5.0921 -4.3078 0.1 -0.1 0.0
C 2.3836 -5.1424 -3.1024 -0.1 0.1 -0.1
C 1.9937 -4.3018 -2.0681 -0.1 0.1 0.1
C 0.9893 -3.3896 -2.3609 0.2 -0.3 -0.3
N 0.4424 -3.3426 -3.5743 -0.1 0.1 0.2
C 0.4623 -2.4072 -1.3816 -0.1 0.1 0.1
C 1.0153 -2.2287 -0.1158 0.0 0.0 -0.1
C 0.4754 -1.2799 0.7294 0.1 0.0 0.0
N -0.5721 -0.5255 0.3948 0.0 -0.1 0.1
C -1.1109 -0.6943 -0.8185 0.0 -0.1 0.0
C -0.6257 -1.6091 -1.7321 0.1 0.0 0.0
H 3.1640 -5.8825 -2.9543 0.0 0.0 0.0
H 2.4559 -4.3719 -1.0935 0.0 0.0 0.0
H 1.8701 -2.8013 0.2140 0.0 0.0 0.0
H 0.9000 -1.0985 1.7094 0.0 0.0 0.0
H -1.9665 -0.0725 -1.0464 0.0 0.0 0.0
H -1.0657 -1.7224 -2.7136 0.0 0.0 0.0
```
Positions in Å, forces in eV/Å.

Taken from the Löwdin analysis, the atomic charges in e are: atom 1 (Cu): 0.58, atom 2 (F): 0.06, atom 3 (C): -0.28, atom 4 (C): -0.04, atom 5 (C): -0.09, atom 6 (C): -0.12, atom 7 (C): -0.21, atom 8 (F): 0.06, atom 9 (C): 0.06, atom 10 (C): -0.18, atom 11 (C): 0.01, atom 12 (C): -0.05, atom 13 (C): -0.05, atom 14 (C): -0.09, atom 15 (N): 0.05, atom 16 (H): 0.11, atom 17 (H): 0.13, atom 18 (H): 0.10, atom 19 (H): 0.11, atom 20 (H): 0.11, atom 21 (H): 0.11, atom 22 (O): -0.08, atom 23 (N): -0.54, atom 24 (O): 0.07, atom 25 (O): -0.05, atom 26 (O): -0.37, atom 27 (S): 0.39, atom 28 (O): -0.37, atom 29 (O): -0.37, atom 30 (C): -0.34, atom 31 (N): 0.12, atom 32 (C): -0.12, atom 33 (C): -0.01, atom 34 (C): -0.22, atom 35 (N): 0.16, atom 36 (C): -0.12, atom 37 (C): 0.00, atom 38 (C): -0.10, atom 39 (N): 0.00, atom 40 (C): -0.09, atom 41 (C): 0.03, atom 42 (H): 0.11, atom 43 (H): 0.09, atom 44 (H): 0.10, atom 45 (H): 0.10, atom 46 (H): 0.11, atom 47 (H): 0.12


# 2
Computed, not measured: a 13-piece molecular cluster, C2H31NO13 overall, with ωB97M-V with the def2-TZVPD basis set.

Output
orbital gap: 9.47 eV
total energy: -1127.7258 Ha
HOMO: -9.38 eV
max |F|: 1.80 eV/A
ΔE to the lowest compared entry with this formula, charge and spin: 0.0 kJ/mol

Structure (XYZ):
```
47
Properties=species:S:1:pos:R:3:forces:R:3
C -0.2230 0.0100 0.3856 -0.8 1.1 -0.5
N -1.6781 -0.0699 0.4788 0.5 0.9 0.2
C -2.0939 -0.1639 1.8385 0.0 -1.0 -0.8
O -1.6468 -1.3960 2.4583 0.3 0.3 0.7
H 0.1041 0.9127 0.9125 -0.1 -0.3 0.1
H 0.0803 0.1311 -0.6487 -0.1 0.0 -0.1
H 0.2723 -0.8525 0.7804 0.2 -0.4 0.1
H -2.0223 -0.8241 -0.0771 -0.4 -0.5 -0.2
H -1.6133 0.6036 2.4069 0.0 0.7 0.4
H -3.1713 -0.1119 1.8861 -0.3 0.0 0.2
H -1.8425 -2.1410 1.8882 -0.3 -0.4 -0.5
H 3.3478 1.4741 -1.2710 0.1 -0.2 0.2
H 2.3873 0.2988 -1.6890 0.6 0.9 -0.1
O 2.6442 1.2442 -1.8817 -0.6 -0.8 -0.1
H -1.7068 -4.1956 -0.1990 0.1 0.6 0.2
H -0.4740 -3.3360 0.2094 -0.6 -0.2 0.1
O -1.4595 -3.3076 0.1217 0.4 -0.4 -0.3
H 1.3057 2.2761 -1.6176 -0.1 0.2 -0.3
H 0.7621 3.6562 -2.0573 0.5 1.1 -0.9
O 0.5768 2.9361 -1.4886 -0.5 -1.2 0.8
H -1.5796 2.7790 -2.1457 -0.4 -0.4 0.2
H -2.7949 2.0330 -1.5171 0.4 0.3 -0.3
O -2.4659 2.4163 -2.3534 0.2 0.0 0.5
H 0.2469 3.1388 2.2867 -0.7 0.3 0.4
H -0.8467 4.0616 2.9604 0.5 -1.4 -0.2
O -0.5507 3.1191 2.8833 0.0 1.1 -0.2
H 0.0253 -1.4186 2.6553 -0.3 0.0 0.3
H 1.1654 -1.6525 3.7244 -0.2 0.0 -0.8
O 0.9967 -1.5735 2.7636 0.4 -0.1 1.0
H 2.1055 -0.3447 1.8224 0.3 0.5 -0.8
H 2.2487 -0.2933 0.2546 0.2 0.3 0.8
O 2.5176 0.1672 1.0862 0.0 -0.3 0.1
H 1.1573 3.2267 0.1685 -0.1 0.1 0.1
H 2.0072 2.3791 1.1580 -0.7 1.2 -0.1
O 1.5348 3.2608 1.0685 0.9 -1.5 0.2
H -1.0957 -2.0778 -1.7812 0.4 0.3 -0.9
H -0.9367 -1.0831 -3.0332 -0.2 -0.3 0.4
O -0.5030 -1.8096 -2.5225 -0.3 -0.1 0.6
H 1.8127 -2.1428 -0.5503 0.0 0.4 -0.6
H 1.0552 -1.4375 -1.7533 0.5 -0.3 0.5
O 1.8721 -1.3845 -1.1767 -0.3 -0.4 -0.4
H -1.7016 0.4693 -4.6751 -0.3 -0.3 0.8
H -2.1548 0.9767 -3.2634 0.1 -0.1 -0.2
O -1.9488 0.1624 -3.7793 0.2 0.2 -0.8
H 1.8339 -4.0496 0.9543 -0.4 0.4 -0.2
H 1.2262 -2.7517 1.5648 0.1 0.1 0.3
O 1.2238 -3.3154 0.7638 0.6 -0.6 -0.1
```
Positions in Å, forces in eV/Å.

Taken from the Löwdin analysis, the atomic charges in e are: atom 1 (C): -0.11, atom 2 (N): -0.06, atom 3 (C): -0.24, atom 4 (O): -0.08, atom 5 (H): 0.09, atom 6 (H): 0.07, atom 7 (H): 0.03, atom 8 (H): 0.08, atom 9 (H): 0.11, atom 10 (H): 0.12, atom 11 (H): 0.06, atom 12 (H): 0.06, atom 13 (H): 0.04, atom 14 (O): -0.05, atom 15 (H): 0.07, atom 16 (H): 0.02, atom 17 (O): -0.07, atom 18 (H): 0.02, atom 19 (H): 0.04, atom 20 (O): -0.06, atom 21 (H): 0.04, atom 22 (H): 0.07, atom 23 (O): -0.06, atom 24 (H): -0.01, atom 25 (H): 0.05, atom 26 (O): -0.12, atom 27 (H): 0.03, atom 28 (H): 0.10, atom 29 (O): -0.08, atom 30 (H): 0.02, atom 31 (H): -0.01, atom 32 (O): -0.09, atom 33 (H): 0.00, atom 34 (H): 0.05, atom 35 (O): -0.09, atom 36 (H): 0.04, atom 37 (H): 0.02, atom 38 (O): -0.08, atom 39 (H): 0.03, atom 40 (H): 0.04, atom 41 (O): -0.12, atom 42 (H): 0.07, atom 43 (H): 0.00, atom 44 (O): -0.08, atom 45 (H): 0.10, atom 46 (H): 0.02, atom 47 (O): -0.06


Q: Which value of max |F| does entry 1 give?
A: 0.53 eV/A